Computed, not measured: a molecular structure, C3H5N3O at a distorted geometry, with the ωB97M-V functional and the def2-TZVPD basis.

Summary:
**LUMO energy**: 0.78 eV
**2S+1**: 1
**Gap between HOMO and LUMO**: 11.0 eV

CARTESIAN COORDINATES (ANGSTROEM)
C: -1.10 -0.63 -0.15
C: 0.22 -0.09 -0.17
C: 2.07 0.71 0.09
H: -1.81 0.76 1.08
H: -2.17 1.02 -0.37
H: -1.10 -1.53 0.48
H: -0.94 -1.30 -1.03
H: 2.67 1.53 0.01
N: -2.20 0.21 0.18
N: 0.78 1.04 -0.25
N: 2.43 -0.60 0.17
O: 1.14 -1.12 -0.03